16
Properties=species:S:1:pos:R:3:lowdin_charge:R:1 method="wB97M-V/def2-TZVPD" energy_ev=-17645.901 lumo_energy_ev=3.569 max_force_ha_per_bohr=0.0285 e_homo_ev=-3.2 charge=-1
C -0.01 0.98 1.92 -0.45
S 1.80 1.11 2.01 0.64
C 2.11 1.00 0.23 -0.46
H -0.25 0.28 1.12 -0.02
H -0.47 1.97 1.74 0.03
H -0.34 0.59 2.89 0.01
H 3.14 0.66 0.09 0.01
H 1.39 0.26 -0.19 -0.01
H 1.97 1.97 -0.25 0.02
N -2.21 -1.26 -1.69 -0.06
C -0.78 -1.50 -1.30 -0.55
O -0.24 -0.52 -0.53 -0.36
H -2.26 -0.33 -2.16 0.03
H -2.79 -1.13 -0.84 0.04
H -0.80 -2.46 -0.79 0.07
H -0.24 -1.63 -2.25 0.07

=====

101
Properties=species:S:1:pos:R:3:lowdin_charge:R:1 method="wB97M-V/def2-TZVPD" energy_ev=-59732.969 lumo_energy_ev=2.361 max_force_ha_per_bohr=0.3431 e_homo_ev=-6.4 charge=-1
B -1.62 0.68 1.89 -1.39
F -2.49 1.14 0.92 0.13
F -2.30 0.67 3.11 0.11
F -1.36 -0.71 1.62 0.09
F -0.51 1.39 1.92 0.21
C -0.86 -4.31 -9.45 -0.26
O -0.60 -3.18 -9.00 -0.10
C -1.15 -2.99 -7.75 -0.21
C -0.56 -1.63 -7.05 -0.17
N -0.81 -1.58 -5.58 -0.11
C -0.31 -0.39 -5.06 -0.22
C -0.75 -0.49 -3.54 -0.21
O -0.16 0.56 -2.76 -0.18
C -0.56 0.37 -1.35 -0.05
H -0.84 -4.22 -10.47 0.09
H -1.80 -4.58 -9.27 0.05
H -0.37 -5.17 -9.01 0.11
H -0.86 -3.53 -7.01 0.04
H -2.31 -2.76 -7.62 0.17
H -1.25 -0.76 -7.59 0.16
H 0.56 -1.65 -7.34 0.13
H -0.38 -2.40 -5.19 0.11
H -0.59 0.49 -5.48 0.09
H 0.74 -0.51 -4.95 0.11
H -0.28 -1.43 -3.25 0.10
H -1.86 -0.62 -3.32 0.14
H -1.53 0.07 -1.13 0.06
H -0.25 1.26 -0.91 0.07
H 0.07 -0.39 -0.94 0.07
C -2.27 -3.32 -0.02 -0.07
O -1.06 -4.03 -0.06 -0.16
C 0.18 -3.39 0.14 -0.21
C 1.32 -4.34 0.37 -0.24
N 2.43 -3.48 0.70 -0.06
C 3.55 -4.38 1.38 -0.13
C 4.78 -3.42 1.70 -0.17
O 5.87 -4.32 2.08 -0.15
C 6.87 -3.55 2.60 -0.18
H -2.45 -2.80 -1.00 0.10
H -2.22 -2.66 0.56 -0.06
H -3.13 -4.00 0.14 0.11
H 0.09 -2.88 0.98 0.06
H 0.31 -2.77 -0.70 0.11
H 1.58 -4.87 -0.58 0.13
H 1.09 -5.03 1.27 0.14
H 2.13 -2.84 1.46 0.03
H 3.95 -5.12 0.66 0.11
H 3.05 -4.91 2.26 0.12
H 4.31 -2.84 2.37 0.06
H 4.94 -2.89 0.73 0.14
H 7.28 -2.93 1.79 0.10
H 7.66 -4.06 2.91 0.03
H 6.68 -2.91 3.47 0.10
C -0.64 5.91 1.11 -0.27
O -1.76 6.08 0.65 -0.12
C -2.52 4.89 0.35 -0.12
C -3.40 4.55 1.57 -0.23
N -4.13 3.38 1.26 -0.03
C -4.79 3.05 2.37 -0.28
C -5.78 1.85 2.28 -0.19
O -6.31 1.47 3.50 -0.17
C -5.48 0.78 4.31 -0.14
H 0.02 6.79 1.05 0.10
H -0.21 5.32 0.40 0.08
H -0.68 5.60 2.10 0.08
H -2.23 3.92 -0.08 0.14
H -3.31 5.16 -0.35 0.12
H -4.11 5.32 1.80 0.12
H -2.82 4.65 2.34 0.07
H -3.44 2.71 1.07 0.07
H -5.42 3.97 2.78 0.17
H -4.23 2.83 3.15 0.06
H -5.33 0.86 1.89 0.14
H -6.51 2.27 1.64 0.10
H -4.75 1.11 4.85 0.02
H -5.01 -0.04 3.53 0.15
H -5.89 0.22 5.09 0.06
C 3.27 6.22 0.99 -0.26
O 3.18 4.99 0.74 -0.19
C 2.84 4.08 1.77 -0.17
C 2.91 2.70 1.18 -0.18
N 2.41 1.67 2.17 -0.04
C 2.36 0.19 1.76 -0.12
C 1.95 -0.44 3.05 -0.09
O 1.89 -1.89 2.65 -0.23
C 1.12 -2.55 3.67 -0.06
H 3.27 7.02 0.09 0.14
H 4.03 6.27 1.71 0.06
H 2.38 6.76 1.43 0.07
H 1.81 4.38 2.19 0.15
H 3.67 4.27 2.46 0.12
H 3.95 2.45 0.87 0.14
H 2.42 2.66 0.35 0.04
H 1.30 1.93 2.50 0.18
H 3.28 -0.04 1.79 0.06
H 1.77 0.03 1.18 -0.02
H 1.19 -0.13 3.38 0.00
H 2.92 -0.39 3.86 0.20
H 1.52 -2.30 4.68 0.12
H 1.15 -3.59 3.73 0.07
H 0.18 -2.59 3.44 0.03

=====

Result set for frontier orbital gap: 6.77, 8.76 eV, one per record in the order listed.